No. 1
{
  "formula": "C31H67B3Br3N7O12",
  "method": "ωB97M-V/def2-TZVPD",
  "elements": ["C", "C", "O", "O", "C", "C", "B", "O", "B", "C", "C", "C", "Br", "O", "B", "C", "Br", "C", "C", "Br", "O", "H", "H", "H", "H", "H", "H", "H", "H", "H", "H", "H", "H", "H", "H", "H", "H", "H", "H", "C", "O", "N", "C", "C", "H", "H", "H", "H", "H", "H", "H", "C", "O", "N", "C", "C", "H", "H", "H", "H", "H", "H", "H", "C", "O", "N", "C", "C", "H", "H", "H", "H", "H", "H", "H", "C", "O", "N", "C", "C", "H", "H", "H", "H", "H", "H", "H", "C", "O", "N", "C", "C", "H", "H", "H", "H", "H", "H", "H", "C", "O", "N", "C", "C", "H", "H", "H", "H", "H", "H", "H", "C", "O", "N", "C", "C", "H", "H", "H", "H", "H", "H", "H"],
  "coordinates": [[-2.802, 7.776, -5.934], [-2.864, 6.852, -4.745], [-3.891, 6.475, -4.342], [-1.668, 6.575, -4.208], [-1.397, 5.175, -3.989], [-0.781, 4.972, -2.608], [-0.253, 3.502, -2.391], [-1.092, 2.405, -2.223], [-0.616, 1.720, -1.099], [-1.433, 1.379, 0.190], [-2.965, 1.562, 0.049], [-3.343, 2.904, 0.622], [-3.823, 0.113, 1.060], [0.735, 1.370, -1.169], [1.398, 2.585, -1.214], [2.314, 3.070, -0.028], [4.165, 3.319, -0.591], [2.156, 2.203, 1.231], [3.203, 1.126, 1.401], [2.122, 3.403, 2.798], [1.131, 3.335, -2.347], [-2.546, 8.764, -5.574], [-3.751, 7.785, -6.437], [-2.002, 7.419, -6.568], [-0.706, 4.881, -4.774], [-2.281, 4.555, -4.074], [-1.548, 5.210, -1.878], [0.035, 5.676, -2.513], [-1.101, 2.079, 0.959], [-1.149, 0.398, 0.551], [-3.192, 1.517, -1.002], [-3.120, 3.691, -0.095], [-2.807, 3.115, 1.536], [-4.397, 2.963, 0.847], [1.959, 4.052, 0.256], [1.196, 1.717, 1.238], [4.134, 1.595, 1.682], [2.896, 0.400, 2.139], [3.338, 0.650, 0.436], [2.321, -2.362, 3.144], [1.954, -1.207, 2.982], [2.250, -3.319, 2.204], [2.706, -4.679, 2.449], [1.700, -2.983, 0.904], [2.751, -2.712, 4.092], [3.493, -4.935, 1.747], [1.872, -5.372, 2.317], [3.089, -4.774, 3.463], [2.290, -2.187, 0.446], [0.675, -2.626, 1.017], [1.711, -3.860, 0.260], [-6.671, 1.523, 2.180], [-5.933, 2.431, 2.534], [-7.960, 1.405, 2.528], [-8.771, 0.299, 2.062], [-8.562, 2.408, 3.398], [-6.331, 0.708, 1.532], [-9.619, 0.680, 1.489], [-9.144, -0.270, 2.918], [-8.182, -0.358, 1.426], [-8.500, 3.390, 2.939], [-8.024, 2.442, 4.346], [-9.605, 2.158, 3.581], [-6.765, 7.257, 0.417], [-7.475, 7.977, 1.096], [-6.829, 7.181, -0.924], [-5.967, 6.313, -1.704], [-7.802, 8.007, -1.616], [-6.004, 6.596, 0.859], [-5.380, 6.918, -2.396], [-6.577, 5.607, -2.273], [-5.292, 5.757, -1.059], [-7.614, 9.059, -1.399], [-8.807, 7.761, -1.271], [-7.734, 7.838, -2.688], [-6.196, 0.137, -1.929], [-6.903, 0.528, -1.020], [-6.393, 0.408, -3.230], [-5.509, -0.093, -4.264], [-7.531, 1.230, -3.607], [-5.308, -0.493, -1.746], [-5.068, 0.744, -4.809], [-6.072, -0.716, -4.962], [-4.711, -0.687, -3.824], [-7.456, 2.205, -3.125], [-8.455, 0.754, -3.276], [-7.554, 1.358, -4.686], [4.997, -7.491, 0.474], [4.372, -6.906, 1.345], [4.813, -7.329, -0.840], [5.594, -8.059, -1.826], [3.799, -6.392, -1.290], [5.788, -8.222, 0.712], [6.131, -7.358, -2.451], [4.922, -8.659, -2.447], [6.305, -8.712, -1.337], [4.027, -5.394, -0.912], [2.823, -6.691, -0.903], [3.771, -6.372, -2.375], [4.940, -2.212, 6.305], [3.859, -2.188, 5.751], [6.112, -2.408, 5.678], [7.376, -2.426, 6.387], [6.103, -2.607, 4.237], [5.047, -2.070, 7.394], [8.026, -1.638, 6.003], [7.864, -3.393, 6.247], [7.215, -2.263, 7.451], [5.661, -1.738, 3.748], [5.501, -3.483, 3.989], [7.118, -2.751, 3.877], [9.441, -7.403, -1.695], [8.225, -7.440, -1.763], [10.142, -7.413, -0.552], [11.592, -7.366, -0.534], [9.419, -7.472, 0.709], [10.078, -7.356, -2.594], [11.983, -8.257, -0.040], [11.925, -6.481, 0.011], [11.982, -7.324, -1.548], [8.812, -8.378, 0.743], [8.754, -6.611, 0.793], [10.120, -7.473, 1.538]],
  "forces_ev_per_a": [[0.7, -0.3, 0.5], [1.4, 1.9, -1.7], [-2.8, -1.8, 1.6], [0.5, -0.6, -0.1], [0.4, -0.2, 0.6], [-0.3, -0.2, -0.7], [0.1, 0.6, -1.4], [0.0, 0.8, 1.1], [-0.1, -1.5, -0.6], [-0.5, 0.2, -0.7], [1.5, 0.2, 0.8], [-0.6, 0.1, -0.2], [0.1, 0.0, -0.5], [-0.3, 0.5, 1.3], [1.5, -1.1, -1.1], [-0.5, -0.2, 0.4], [-0.2, 0.1, -0.1], [0.7, 0.0, 0.0], [-0.1, 0.5, 0.1], [0.0, -0.2, 0.0], [-0.4, 0.6, 1.1], [0.1, 0.3, -0.1], [-0.3, 0.0, -0.2], [0.2, 0.2, -0.4], [0.2, 0.0, -0.1], [-0.4, 0.2, -0.1], [-0.1, 0.1, 0.3], [0.3, 0.1, 0.2], [0.2, 0.0, 0.2], [0.1, -0.2, 0.0], [-0.7, -0.4, -0.2], [0.2, 0.1, -0.2], [0.1, 0.0, 0.3], [-0.3, 0.0, 0.1], [0.1, 0.4, -0.3], [-0.5, 0.1, 0.0], [0.4, 0.0, 0.1], [0.0, -0.1, 0.1], [0.1, -0.3, -0.2], [0.0, -0.1, 0.3], [-0.1, -0.1, -0.1], [0.0, -0.1, 0.0], [-0.2, 0.4, -0.2], [0.0, 0.1, 0.2], [-0.1, 0.1, -0.1], [0.0, -0.2, 0.0], [0.1, -0.1, 0.0], [0.0, 0.1, 0.0], [-0.1, 0.0, -0.1], [0.0, 0.0, -0.1], [0.0, 0.0, 0.0], [0.2, 0.1, 0.0], [-0.2, 0.0, 0.0], [-0.3, 0.1, 0.2], [-0.1, 0.2, 0.2], [0.3, -0.2, -0.1], [0.0, 0.0, -0.1], [0.0, -0.1, 0.0], [-0.1, -0.1, -0.1], [0.0, 0.1, 0.0], [0.0, 0.2, 0.0], [-0.1, 0.1, 0.0], [0.0, -0.1, 0.0], [-0.2, 0.1, 0.2], [0.1, -0.1, -0.1], [0.1, -0.2, -0.1], [-0.2, 0.3, -0.1], [0.0, 0.0, 0.2], [0.1, -0.1, 0.0], [0.1, -0.2, -0.1], [0.1, -0.1, 0.0], [0.0, 0.0, 0.1], [-0.1, 0.0, 0.0], [0.0, 0.1, 0.0], [0.1, -0.1, 0.0], [0.2, -0.2, 0.2], [-0.2, 0.1, 0.0], [0.1, 0.0, -0.2], [-0.2, 0.2, 0.0], [0.0, 0.0, 0.2], [0.0, 0.0, 0.0], [0.1, -0.1, -0.1], [0.1, 0.0, -0.1], [0.0, 0.0, 0.1], [-0.1, 0.0, 0.0], [0.0, 0.1, 0.0], [0.1, 0.0, 0.0], [0.1, -0.1, 0.2], [0.1, -0.1, -0.1], [0.1, -0.1, -0.2], [-0.8, 0.0, -0.2], [0.0, 0.0, 0.3], [0.0, 0.0, 0.0], [0.1, -0.1, -0.1], [0.0, 0.0, 0.0], [0.1, 0.0, 0.1], [-0.1, 0.0, -0.1], [0.0, 0.1, 0.0], [0.1, 0.0, 0.0], [-0.1, 0.1, 0.2], [0.1, -0.1, 0.1], [0.2, 0.0, 0.0], [-0.1, 0.0, -0.3], [-0.2, 0.1, 0.1], [0.0, 0.0, 0.0], [0.1, 0.0, 0.1], [0.1, 0.0, 0.1], [-0.1, 0.0, 0.0], [0.0, 0.0, -0.1], [0.0, 0.0, -0.1], [0.0, 0.0, 0.1], [0.0, 0.0, -0.2], [0.5, 0.1, 0.1], [0.2, 0.0, 0.1], [-0.2, 0.0, 0.2], [-0.1, 0.0, -0.2], [0.0, 0.0, 0.0], [0.1, 0.0, 0.0], [0.1, 0.0, 0.0], [0.0, 0.0, 0.0], [0.0, 0.0, 0.1], [0.0, 0.0, 0.1], [0.1, 0.0, 0.0]],
  "mulliken_charge": [-1.09, 0.77, -0.52, -0.34, -0.53, -0.50, -0.11, -0.21, 0.25, -1.17, 0.64, -1.15, -0.18, 0.03, 0.31, -0.25, -0.14, 0.63, -1.71, -0.14, -0.39, 0.30, 0.34, 0.33, 0.26, 0.41, 0.22, 0.33, 0.45, 0.54, 0.22, -0.01, 0.46, 0.26, 0.46, -0.11, 0.44, 0.53, 0.40, 0.12, -0.72, 0.24, -1.11, -0.92, 0.34, 0.44, 0.36, 0.33, 0.23, 0.31, 0.36, 0.56, -0.65, 0.12, -0.96, -0.97, -0.10, 0.33, 0.36, 0.31, 0.30, 0.29, 0.39, 0.09, -0.62, 0.16, -0.73, -0.97, 0.31, 0.45, 0.34, 0.01, 0.30, 0.30, 0.37, 0.15, -0.61, 0.17, -0.96, -0.95, 0.28, 0.34, 0.37, 0.31, 0.26, 0.30, 0.39, 0.08, -0.59, 0.17, -1.03, -0.91, 0.28, 0.40, 0.36, 0.27, 0.26, 0.29, 0.43, 0.08, -0.56, 0.14, -0.94, -0.80, 0.23, 0.33, 0.33, 0.29, 0.26, 0.23, 0.37, 0.08, -0.56, 0.10, -0.92, -0.87, 0.26, 0.33, 0.33, 0.30, 0.25, 0.30, 0.37],
  "e_tot_ev": -280398.366,
  "orbital_gap_ev": 8.85,
  "homo_ha": -0.3153
}

No. 2
{
  "formula": "C31H67F2O10PSi",
  "method": "ωB97M-V/def2-TZVPD",
  "elements": ["C", "Si", "C", "C", "C", "C", "F", "F", "P", "C", "C", "C", "C", "C", "C", "H", "H", "H", "H", "H", "H", "H", "H", "H", "H", "H", "H", "H", "H", "H", "H", "H", "C", "O", "C", "C", "O", "C", "H", "H", "H", "H", "H", "H", "H", "H", "H", "H", "C", "O", "C", "C", "O", "C", "H", "H", "H", "H", "H", "H", "H", "H", "H", "H", "C", "O", "C", "C", "O", "C", "H", "H", "H", "H", "H", "H", "H", "H", "H", "H", "C", "O", "C", "C", "O", "C", "H", "H", "H", "H", "H", "H", "H", "H", "H", "H", "C", "O", "C", "C", "O", "C", "H", "H", "H", "H", "H", "H", "H", "H", "H", "H"],
  "coordinates": [[-0.499, -4.469, -1.354], [-1.425, -2.847, -1.159], [-2.008, -2.677, 0.628], [-2.916, -2.746, -2.359], [-4.291, -2.502, -1.713], [-4.655, -1.086, -1.263], [-5.915, -0.817, -1.762], [-4.794, -1.069, 0.093], [-3.565, 0.317, -1.865], [-0.306, -1.357, -1.507], [-0.193, -0.782, -2.774], [0.616, 0.324, -3.012], [1.323, 0.875, -1.948], [1.239, 0.308, -0.682], [0.429, -0.801, -0.455], [-0.557, -4.895, -2.351], [-0.923, -5.182, -0.647], [0.541, -4.340, -1.067], [-2.285, -1.641, 0.799], [-1.171, -2.916, 1.281], [-2.850, -3.324, 0.844], [-2.717, -2.081, -3.191], [-2.976, -3.748, -2.792], [-5.065, -2.803, -2.414], [-4.380, -3.152, -0.848], [-3.100, 0.806, -0.632], [-4.520, 1.266, -2.270], [-0.739, -1.185, -3.616], [0.700, 0.744, -4.000], [1.933, 1.748, -2.129], [1.787, 0.746, 0.140], [0.369, -1.221, 0.538], [-8.081, 1.408, -0.888], [-8.699, 2.236, 0.083], [-7.769, 2.994, 0.839], [-7.696, 4.428, 0.364], [-7.147, 4.523, -0.942], [-8.125, 4.716, -1.948], [-8.865, 1.015, -1.533], [-7.363, 1.964, -1.496], [-7.571, 0.569, -0.407], [-6.777, 2.534, 0.806], [-8.112, 2.985, 1.879], [-7.036, 4.989, 1.034], [-8.687, 4.889, 0.400], [-8.532, 5.732, -1.899], [-8.941, 3.994, -1.861], [-7.637, 4.582, -2.912], [5.440, 1.767, 4.523], [6.155, 1.517, 3.326], [5.711, 0.355, 2.639], [4.827, 0.702, 1.465], [3.595, 1.264, 1.899], [3.544, 2.673, 1.766], [5.718, 2.759, 4.873], [4.359, 1.736, 4.361], [5.711, 1.035, 5.293], [5.192, -0.324, 3.321], [6.603, -0.159, 2.267], [4.587, -0.217, 0.921], [5.345, 1.378, 0.779], [3.448, 2.958, 0.712], [4.427, 3.154, 2.193], [2.662, 3.021, 2.303], [1.127, 4.482, 7.075], [2.232, 3.596, 7.054], [1.987, 2.375, 7.735], [1.686, 1.249, 6.772], [0.456, 1.448, 6.094], [0.621, 1.936, 4.774], [1.343, 5.292, 6.382], [0.204, 3.984, 6.768], [0.993, 4.905, 8.077], [1.169, 2.489, 8.452], [2.896, 2.128, 8.294], [1.597, 0.315, 7.337], [2.507, 1.135, 6.057], [1.018, 1.147, 4.125], [1.289, 2.801, 4.743], [-0.358, 2.233, 4.403], [3.012, -2.852, 1.965], [4.431, -2.850, 1.988], [4.962, -3.429, 3.172], [5.458, -4.836, 2.926], [4.392, -5.722, 2.626], [4.273, -6.011, 1.244], [2.700, -2.572, 0.959], [2.607, -3.838, 2.207], [2.616, -2.113, 2.671], [4.220, -3.419, 3.976], [5.808, -2.808, 3.486], [5.939, -5.205, 3.838], [6.203, -4.840, 2.125], [5.087, -6.666, 0.917], [4.275, -5.100, 0.639], [3.328, -6.530, 1.096], [1.967, -1.120, -7.071], [0.557, -1.017, -7.157], [0.079, 0.305, -6.962], [-0.288, 0.970, -8.269], [0.853, 1.199, -9.080], [0.997, 0.256, -10.126], [2.244, -2.115, -7.415], [2.465, -0.374, -7.696], [2.299, -1.003, -6.033], [0.817, 0.907, -6.423], [-0.820, 0.233, -6.339], [-0.734, 1.947, -8.054], [-1.030, 0.369, -8.804], [0.244, 0.427, -10.904], [0.913, -0.770, -9.760], [1.984, 0.396, -10.562]],
  "forces_ev_per_a": [[-0.2, 0.2, 0.3], [-0.2, 0.6, -0.3], [0.4, 0.1, -0.7], [0.2, -0.6, 0.6], [0.4, 0.0, -0.3], [-0.4, 0.1, -0.3], [-0.2, 0.0, -0.1], [0.1, 0.1, 0.4], [1.1, -0.3, -0.9], [-0.1, -0.4, 0.2], [0.2, 0.1, -0.2], [0.0, -0.3, 0.7], [-0.1, -0.1, -0.2], [0.0, 0.1, 0.1], [0.1, 0.3, -0.6], [0.1, 0.0, -0.2], [-0.1, -0.2, 0.0], [0.2, 0.0, -0.1], [-0.2, 0.1, 0.2], [0.0, -0.1, 0.2], [-0.1, -0.1, 0.2], [0.0, 0.2, -0.1], [0.0, -0.1, -0.1], [-0.1, 0.0, -0.1], [-0.2, 0.0, 0.2], [-0.4, 0.2, 0.1], [-0.3, 0.0, 0.6], [-0.1, -0.1, 0.0], [0.0, 0.1, -0.2], [0.1, 0.0, 0.1], [0.1, 0.0, 0.1], [0.0, 0.0, 0.1], [-0.1, -0.1, 0.1], [0.1, 0.1, -0.1], [-0.3, 0.0, 0.1], [0.3, 0.0, 0.0], [-0.1, 0.0, 0.0], [0.1, 0.0, 0.0], [0.0, 0.0, 0.0], [0.0, 0.0, 0.0], [0.1, 0.0, 0.0], [0.0, 0.0, 0.0], [0.0, 0.0, 0.0], [0.0, 0.0, 0.0], [0.0, 0.0, 0.0], [-0.1, 0.0, 0.0], [0.0, 0.0, 0.0], [0.0, 0.0, 0.0], [0.1, 0.0, 0.0], [-0.2, 0.0, 0.1], [0.3, 0.1, -0.1], [-0.3, -0.3, 0.0], [0.0, 0.2, 0.0], [-0.1, 0.0, 0.0], [0.0, 0.0, 0.0], [0.0, 0.0, 0.0], [-0.1, 0.0, 0.0], [-0.1, 0.0, 0.0], [0.0, 0.0, 0.0], [0.1, 0.0, 0.0], [0.0, 0.1, 0.0], [0.1, 0.0, 0.0], [0.0, 0.0, 0.0], [0.0, 0.0, 0.0], [0.1, 0.0, 0.0], [-0.1, 0.0, 0.0], [0.3, 0.1, -0.1], [-0.2, -0.1, 0.1], [0.1, 0.1, 0.0], [0.0, -0.1, 0.0], [0.0, 0.0, 0.0], [0.0, 0.0, 0.0], [-0.1, 0.0, 0.0], [0.0, 0.0, 0.0], [0.0, 0.0, 0.0], [0.0, 0.0, 0.0], [0.0, 0.0, 0.0], [0.1, 0.1, -0.1], [0.0, 0.0, 0.0], [0.0, 0.0, 0.0], [0.0, 0.1, -0.1], [-0.2, -0.1, 0.1], [0.2, 0.2, -0.2], [-0.1, -0.2, 0.2], [0.0, 0.1, -0.1], [0.0, 0.0, 0.0], [0.0, 0.0, 0.0], [0.0, 0.0, 0.0], [0.0, 0.0, 0.0], [0.0, 0.0, 0.0], [0.0, 0.0, 0.0], [0.0, 0.0, 0.0], [0.0, 0.0, 0.0], [0.0, 0.0, -0.1], [0.0, 0.0, 0.0], [0.0, 0.0, 0.0], [0.0, 0.0, 0.1], [0.1, 0.1, 0.0], [-0.2, -0.2, 0.1], [0.1, 0.3, 0.0], [0.0, -0.1, 0.0], [0.0, 0.1, 0.0], [0.0, 0.0, 0.0], [0.0, 0.0, 0.0], [0.0, 0.0, 0.0], [0.0, 0.0, 0.0], [0.0, 0.1, 0.0], [0.0, 0.0, 0.0], [0.0, 0.0, 0.0], [0.0, -0.1, 0.0], [0.0, 0.0, 0.0], [0.0, 0.0, 0.0]],
  "mulliken_charge": [-1.23, 0.04, -1.20, -0.85, -1.26, 1.00, -0.32, -0.31, -0.08, 0.85, -0.37, -0.38, -0.63, -0.71, -0.67, 0.36, 0.34, 0.32, 0.32, 0.40, 0.42, 0.55, 0.49, 0.50, 0.28, 0.04, 0.04, 0.25, 0.32, 0.43, 0.66, 0.43, -0.71, -0.39, -0.44, -0.48, -0.38, -0.74, 0.33, 0.26, 0.31, 0.26, 0.38, 0.37, 0.32, 0.32, 0.32, 0.25, -0.67, -0.47, -0.25, -0.62, -0.04, -0.96, 0.31, 0.19, 0.37, 0.12, 0.42, 0.28, 0.42, 0.28, 0.43, 0.19, -0.77, -0.36, -0.55, -0.08, -0.41, -0.65, 0.24, 0.35, 0.33, 0.33, 0.39, 0.39, -0.08, 0.24, 0.29, 0.35, -0.94, -0.34, -0.36, -0.73, -0.37, -0.65, 0.25, 0.52, 0.35, 0.35, 0.35, 0.39, 0.36, 0.33, 0.26, 0.24, -0.72, -0.37, -0.23, -0.75, -0.38, -0.70, 0.26, 0.34, 0.29, 0.31, 0.34, 0.38, 0.37, 0.32, 0.31, 0.23],
  "e_tot_ev": -76304.035,
  "orbital_gap_ev": 9.55,
  "e_above_lowest_kj_mol": 0.0,
  "smiles": "C[Si](C)(CCC(F)(F)P)c1ccccc1.COCCOC.COCCOC.COCCOC.COCCOC.COCCOC",
  "homo_ha": -0.3302
}